Version w
The following is a quantum chemistry calculation of 2 unconnected molecules or ions with the total composition C4H10N5, from OMol25.

Element x y z (Å)
H (1.28, -1.26, -1.19)
C (2.05, -0.59, -0.87)
N (-1.39, -0.09, -0.12)
H (1.68, -1.91, 1.31)
C (-2.66, 1.62, -0.32)
H (2.16, 0.28, -1.52)
H (1.37, 0.89, 0.57)
N (-2.63, 0.31, 0.03)
H (3.07, -1.04, -0.89)
N (-0.98, -1.31, 0.07)
C (1.62, -0.08, 0.47)
H (0.96, -0.60, 2.46)
H (0.07, -1.31, 0.65)
N (-0.66, 0.81, -0.60)
H (-1.50, -1.90, 0.64)
H (-3.48, 2.35, -0.32)
C (1.42, -0.95, 1.47)
N (-1.42, 1.94, -0.70)
H (-0.96, 2.84, -1.15)

Summary:
**Charge**: +1
**HOMO**: -13.7 eV
**LUMO level**: -3.830 eV

***

Version x
The following is a quantum chemistry calculation of a gas-phase ion, C4H10N5 (charge +1), from OMol25.

Element x y z (Å)
C (-1.65, 0.18, 0.15)
H (0.48, 1.21, -1.68)
H (0.84, 1.31, 2.63)
H (-0.95, 0.34, 2.24)
N (-2.65, 0.86, 0.16)
C (-0.74, -0.08, 1.30)
H (2.39, 1.05, 1.79)
N (0.09, 0.57, -2.34)
N (1.22, -0.74, 0.05)
H (-3.23, 1.19, -0.70)
H (-0.60, 1.02, -2.95)
H (-0.71, -1.14, 1.57)
H (2.22, -0.67, -0.10)
N (-0.46, -0.55, -1.74)
N (1.35, 0.76, 1.86)
H (1.33, -1.88, -1.64)
C (0.68, 0.04, 1.01)
C (0.49, -1.35, -1.01)
H (-0.13, -2.13, -0.61)

Summary:
**Charge**: +1
**HOMO (alpha / beta)**: -11.4 / -11.8 eV
**LUMO level (alpha / beta)**: -3.643 / -3.627 eV

***

Most stable structure: version x

***

Version w
The following is a quantum chemistry calculation of 2 unconnected molecules or ions with the total composition C4H8N2O4, from OMol25.

Element x y z (Å)
H (0.58, 1.99, -0.90)
O (2.76, 1.04, 0.89)
C (-2.83, -0.22, 0.10)
H (-3.02, -1.15, -0.23)
H (2.80, 1.88, 1.24)
O (0.78, -2.63, -0.20)
H (2.55, -0.98, -0.42)
O (1.54, 1.89, -1.12)
C (0.61, -1.47, 0.11)
C (-1.40, 0.00, -0.11)
N (-0.63, -0.98, 0.51)
H (-3.01, -0.09, 1.15)
H (-1.08, -1.84, 0.88)
O (-1.04, 0.95, -0.74)
H (-3.44, 0.56, -0.33)
N (1.70, -0.66, 0.20)
H (1.62, 1.17, -1.74)
C (1.50, 0.53, 0.73)

Summary:
**Charge**: 0
**HOMO**: -8.9 eV
**LUMO level**: 0.619 eV

***

Version x
The following is a quantum chemistry calculation of C4H8N2O4 in the gas phase, from OMol25.

Element x y z (Å)
H (-0.61, 1.67, -1.31)
O (-0.76, 2.54, 0.32)
O (0.48, -0.34, -3.27)
N (1.29, 0.10, -1.19)
H (-1.38, 1.10, -2.56)
C (1.04, 0.60, 0.20)
H (1.14, 1.72, 0.14)
O (1.83, -0.09, 1.14)
O (-1.16, 1.41, 0.82)
N (-0.72, 0.95, -1.89)
H (-1.80, -1.02, 1.16)
C (0.31, 0.12, -2.20)
H (2.76, 0.17, 1.24)
H (-0.47, -0.98, 2.13)
H (-0.47, -1.72, 0.54)
C (-0.41, 0.41, 0.65)
H (1.60, -0.85, -1.03)
C (-0.82, -0.90, 1.17)

Summary:
**Charge**: 0
**HOMO (alpha / beta)**: -9.5 / -9.5 eV
**LUMO level (alpha / beta)**: -0.135 / -0.134 eV

***

Version y
The following is a quantum chemistry calculation of 2 unconnected molecules or ions with the total composition C4H8N2O4, from OMol25.

Element x y z (Å)
H (1.05, -1.26, -1.75)
O (-1.07, -0.31, -1.19)
H (-2.60, -0.87, 0.97)
H (2.72, -0.96, -1.23)
H (-2.90, 0.74, 0.28)
C (-0.40, 2.11, -0.10)
N (1.33, -0.55, 0.19)
H (-2.02, 0.58, 1.81)
C (0.19, -0.31, 0.85)
H (2.04, -0.73, 1.94)
C (-2.20, 0.13, 0.84)
C (1.70, -0.59, -1.20)
O (0.15, -0.35, 2.07)
O (2.42, -0.80, 1.04)
H (-0.91, 0.48, -1.76)
O (-0.23, 2.17, -1.24)
H (1.68, 0.41, -1.64)
N (-0.94, 0.12, 0.12)

Summary:
**Charge**: 0
**HOMO**: -9.1 eV
**LUMO level**: 0.731 eV

***

Version z
The following is a quantum chemistry calculation of 2 unconnected molecules or ions with the total composition C4H8N2O4, from OMol25.

Element x y z (Å)
H (1.71, 1.55, 0.33)
C (-0.94, -0.16, -0.39)
O (-0.87, -0.75, 1.95)
H (-3.48, 0.83, -1.57)
O (1.76, 1.60, 1.49)
H (0.10, -0.36, -2.29)
C (-0.33, -1.00, 0.69)
H (2.21, -0.14, -1.12)
H (0.01, 1.30, -1.66)
H (0.92, 1.63, 1.95)
N (1.36, 0.05, -0.61)
O (2.03, -1.38, 1.11)
C (1.17, -0.65, 0.62)
O (-2.53, 0.69, -1.64)
H (-0.43, -2.07, 0.42)
N (-2.18, 0.09, -0.45)
H (-0.66, -1.48, 2.54)
C (0.13, 0.25, -1.37)

Summary:
**Charge**: 0
**SMILES**: O=C1NC/C(=N\O)[C@@H]1O.O
**HOMO**: -9.8 eV
**LUMO level**: 0.361 eV

***

Most stable structure: version w